C3H7N3O2 | ωB97M-V/def2-TZVPD

Properties
- HOMO-LUMO gap (eV) = 8.8295
- HOMO energy (Eh) = -0.3049
- charge = 0
- SMILES = [H]/N=C(/N)C(N)=C(O)O
- energy above the lowest of the compared OMol25 structures with the same formula, charge and spin (kcal per mole) = 38.6
- molar mass (Da) = 117.1

The geometry in XYZ format:
```
15
Properties=species:S:1:pos:R:3:lowdin_charge:R:1
H -2.528 0.640 -0.030 0.02
N -2.321 -0.322 -0.284 0.10
C -1.082 -0.619 -0.239 -0.48
N -0.720 -1.907 -0.490 0.13
C -0.006 0.301 0.176 -0.21
N -0.337 1.445 0.986 0.05
C 1.302 0.175 -0.093 -0.39
O 2.202 1.047 0.422 0.08
O 1.860 -0.740 -0.902 0.10
H 0.233 -2.125 -0.714 0.08
H -1.450 -2.491 -0.860 0.10
H -0.502 2.278 0.409 0.10
H -1.193 1.252 1.508 0.09
H 1.736 1.634 1.046 0.11
H 2.808 -0.569 -0.933 0.13
```

C32H28BiBrF5N9O2S3Te | ωB97M-V/def2-TZVPD

Properties
- HOMO-LUMO gap (eV) = 7.0807
- HOMO energy (Eh) = -0.2831
- charge = 0
- energy above the lowest of the compared OMol25 structures with the same formula, charge and spin (kcal per mole) = 45.4
- molar mass (Da) = 1178.3

The geometry in XYZ format:
```
82
Properties=species:S:1:pos:R:3:lowdin_charge:R:1
Bi 0.690 -1.274 0.115 1.97
C 1.112 -0.795 2.486 -0.34
C 0.305 -1.931 2.834 -0.27
C 1.093 -3.069 2.745 -0.16
C 2.408 -2.679 2.404 -0.14
C 2.441 -1.299 2.283 -0.23
H 0.858 0.231 2.708 0.10
H -0.712 -1.855 3.185 0.06
H 0.776 -4.086 2.925 0.10
H 3.247 -3.348 2.288 0.10
H 3.311 -0.689 2.098 0.09
N -2.417 -3.171 1.480 0.13
C -2.630 -2.424 0.380 -0.71
N -1.701 -1.829 -0.314 -0.06
C -2.198 -1.272 -1.477 -0.34
C -3.534 -1.423 -1.638 -0.34
S -4.216 -2.299 -0.322 1.06
C -1.310 -0.637 -2.443 -0.33
C -1.739 0.002 -3.555 -0.34
S -0.413 0.569 -4.488 1.08
C 0.681 -0.078 -3.292 -0.67
N 0.072 -0.676 -2.296 -0.04
N 2.009 0.117 -3.417 0.14
H -1.491 -3.170 1.875 0.06
H -3.197 -3.431 2.055 0.10
H -4.162 -1.100 -2.450 0.07
H -2.745 0.166 -3.897 0.07
H 2.342 0.329 -4.344 0.09
H 2.574 -0.526 -2.868 0.06
Br 3.551 1.902 -7.152 0.74
C 3.371 2.970 -5.589 -0.69
C 4.489 3.565 -5.027 -0.12
C 4.346 4.334 -3.888 -0.02
C 3.098 4.478 -3.281 -0.28
C 1.982 3.877 -3.869 -0.01
C 2.115 3.148 -5.035 -0.15
N 2.966 5.415 -2.237 0.07
N 2.228 5.293 -1.248 0.08
C 1.626 4.086 -0.851 -0.25
C 0.293 4.115 -0.486 -0.01
C -0.412 2.955 -0.168 0.02
C 0.211 1.714 -0.161 -0.34
O -0.436 0.605 0.095 -0.30
C 1.617 1.687 -0.421 -0.15
N 2.231 0.490 -0.305 -0.02
C 3.531 0.382 -0.455 -0.13
C 4.333 1.504 -0.693 -0.01
C 3.742 2.734 -0.831 0.02
C 2.340 2.858 -0.751 -0.09
H 5.456 3.450 -5.495 0.10
H 5.203 4.823 -3.444 0.12
H 0.999 4.030 -3.444 0.12
H 1.241 2.724 -5.507 0.07
H -0.220 5.068 -0.526 0.12
H -1.464 2.997 0.081 0.12
H 3.948 -0.614 -0.392 0.11
H 5.406 1.393 -0.751 0.11
H 4.355 3.613 -0.976 0.12
F 1.240 -2.819 -4.092 -0.37
Te 1.790 -3.499 -2.399 1.76
F 1.145 -5.147 -3.091 -0.38
F 3.362 -4.192 -3.223 -0.39
F -0.058 -3.439 -1.923 -0.40
F 1.962 -4.526 -0.805 -0.40
O 2.683 -2.111 -1.769 -0.65
C -3.130 -0.826 7.151 -0.01
C -3.749 -0.862 5.794 -0.28
C -4.980 -1.384 5.528 0.01
C -5.427 -1.388 4.180 -0.31
N -4.704 -0.907 3.199 0.10
C -3.495 -0.346 3.448 -0.84
S -2.548 0.350 2.287 0.71
N -3.033 -0.365 4.762 0.09
C -6.762 -1.960 3.824 -0.02
H -3.853 -1.135 7.901 0.09
H -2.777 0.177 7.390 0.09
H -2.276 -1.505 7.185 0.10
H -5.595 -1.778 6.322 0.12
H -2.126 0.055 4.911 0.14
H -7.461 -1.880 4.654 0.08
H -6.652 -3.016 3.567 0.09
H -7.153 -1.444 2.950 0.09
```

C6H11N | ωB97M-V/def2-TZVPD

Properties
- HOMO-LUMO gap (eV) = 8.4732
- HOMO energy (Eh) = -0.2737
- charge = 0
- SMILES = C=C/C(C)=C(\C)N
- energy above the lowest of the compared OMol25 structures with the same formula, charge and spin (kcal per mole) = 41.6
- molar mass (Da) = 97.2

The geometry in XYZ format:
```
18
Properties=species:S:1:pos:R:3:lowdin_charge:R:1
C -0.820 0.961 2.191 -0.01
C -0.034 0.021 1.649 -0.15
C 0.540 -0.103 0.255 -0.24
C 1.976 -0.698 0.213 -0.05
C -0.279 -0.085 -0.822 -0.34
C -1.645 0.544 -0.967 -0.04
N 0.211 -0.593 -2.041 0.09
H -0.771 1.033 3.272 0.05
H -1.460 1.611 1.622 0.04
H 0.583 -0.531 2.361 0.08
H 2.562 -0.094 -0.463 0.07
H 2.110 -1.017 1.245 0.06
H 1.838 -1.690 -0.246 0.07
H -1.595 1.564 -1.315 0.08
H -2.287 -0.020 -1.641 0.08
H -2.177 0.560 -0.024 0.05
H 1.203 -0.709 -2.169 0.07
H -0.237 -0.241 -2.871 0.08
```

C3HCl3O | ωB97M-V/def2-TZVPD

Properties
- HOMO-LUMO gap (eV) = 10.0480
- HOMO energy (Eh) = -0.3489
- charge = 0
- energy above the lowest of the compared OMol25 structures with the same formula, charge and spin (kcal per mole) = 14.0
- molar mass (Da) = 159.4

The geometry in XYZ format:
```
8
Properties=species:S:1:pos:R:3:lowdin_charge:R:1
C 0.081 -2.171 2.076 -0.01
C 0.729 0.641 -0.031 -0.70
C 1.717 -0.274 -0.114 -1.26
O -0.640 -2.950 1.721 0.04
Cl 0.763 2.041 0.965 0.62
Cl 3.350 -0.044 0.363 0.63
Cl 1.442 -1.694 -1.062 0.61
H -0.204 0.475 -0.613 0.08
```

C2H3F2NO2 | ωB97M-V/def2-TZVPD

Properties
- HOMO-LUMO gap (eV) = 10.3445
- HOMO energy (Eh) = -0.4097
- charge = 0
- energy above the lowest of the compared OMol25 structures with the same formula, charge and spin (kcal per mole) = 94.4
- molar mass (Da) = 111.0

The geometry in XYZ format:
```
10
Properties=species:S:1:pos:R:3:lowdin_charge:R:1
C 1.520 -0.009 -0.050 0.13
C -0.538 -0.446 0.161 -0.36
N -1.473 0.642 -0.212 -0.35
O -1.700 1.355 0.755 0.10
O -1.801 0.811 -1.350 0.13
F -0.776 -1.597 -0.525 0.09
F -0.698 -0.753 1.428 0.13
H 1.752 -1.035 -0.412 0.05
H 1.923 0.905 -0.709 0.10
H 1.791 0.126 0.914 -0.03
```

Cl2F3O8Sr2 | ωB97M-V/def2-TZVPD

Properties
- HOMO-LUMO gap (eV) = 1.8146
- HOMO energy (Eh) = -0.0922
- charge = -1
- energy above the lowest of the compared OMol25 structures with the same formula, charge and spin (kcal per mole) = 0.0
- molar mass (Da) = 431.1

The geometry in XYZ format:
```
15
Properties=species:S:1:pos:R:3:lowdin_charge:R:1
Sr -1.130 -1.851 -4.146 1.61
Sr 2.886 0.889 0.596 1.63
F 3.242 -1.386 1.797 -0.76
F 1.252 -2.776 -4.354 -0.78
F -0.127 -1.015 3.136 -0.80
Cl -1.239 2.892 1.231 0.59
O -0.831 3.717 0.176 -0.39
O -1.361 3.693 2.401 -0.35
O -2.412 2.076 0.986 -0.36
O -0.214 1.880 1.312 -0.44
Cl -0.011 -1.692 -0.519 0.67
O 0.683 -0.812 0.353 -0.42
O 0.229 -3.027 -0.401 -0.25
O -1.458 -1.286 -0.676 -0.39
O 0.491 -1.302 -1.891 -0.56
```

C8H14O | ωB97M-V/def2-TZVPD

Properties
- HOMO-LUMO gap (spin up / spin down) (eV) = 7.6969 / 6.6763
- HOMO energy (spin up / spin down) (Eh) = -0.3017 / -0.2629
- charge = 0
- energy above the lowest of the compared OMol25 structures with the same formula, charge and spin (kcal per mole) = 153.8
- molar mass (Da) = 126.2

The geometry in XYZ format:
```
23
Properties=species:S:1:pos:R:3:lowdin_charge:R:1
C -0.252 0.411 -0.904 -0.38
C -1.680 0.297 -1.460 -0.09
C 0.745 0.554 -2.068 -0.08
C 0.091 -0.945 -0.073 -0.34
C 0.300 -2.161 -0.510 0.14
H -0.234 1.357 -0.355 0.11
H -2.420 0.307 -0.655 0.07
H 0.665 -0.308 -2.733 0.08
H -1.800 -0.631 -2.025 0.08
H -1.920 1.117 -2.141 0.07
H 0.521 1.438 -2.670 0.08
H 1.768 0.625 -1.695 0.07
H 0.600 -3.025 0.078 0.03
C -0.918 -0.588 1.870 -0.10
C 1.133 -0.350 0.999 -0.20
C 1.659 0.850 1.347 -0.03
O -1.199 0.700 2.130 -0.02
H -0.383 1.118 2.473 0.10
H -0.436 -1.170 2.652 0.11
H -1.755 -1.076 1.389 0.10
H 1.650 -1.201 1.439 0.10
H 1.369 1.783 0.880 0.05
H 2.495 0.897 2.032 0.06
```

What did the fourth record say?
C3HCl3O | ωB97M-V/def2-TZVPD

Properties
- HOMO-LUMO gap (eV) = 10.0480
- HOMO energy (Eh) = -0.3489
- charge = 0
- energy above the lowest of the compared OMol25 structures with the same formula, charge and spin (kcal per mole) = 14.0
- molar mass (Da) = 159.4

The geometry in XYZ format:
```
8
Properties=species:S:1:pos:R:3:lowdin_charge:R:1
C 0.081 -2.171 2.076 -0.01
C 0.729 0.641 -0.031 -0.70
C 1.717 -0.274 -0.114 -1.26
O -0.640 -2.950 1.721 0.04
Cl 0.763 2.041 0.965 0.62
Cl 3.350 -0.044 0.363 0.63
Cl 1.442 -1.694 -1.062 0.61
H -0.204 0.475 -0.613 0.08
```

> The lowest molar mass belongs to which entry?

C6H11N